Formula: C23H45Al2B2BrF8LiN3O8Rb
Source: OMol25
Level of theory: ωB97M-V/def2-TZVPD

The HOMO energy is -8.40 eV. The net charge is +1.

Each line ends with the Mulliken charge.
Geometry (Å):
N -0.7669 -4.5078 4.8176  -0.693
C -1.1158 -3.3124 3.9593  0.060
C -0.6024 -1.8106 4.3637  -0.218
O 0.0891 -1.2767 3.1568  -0.480
B 0.7400 -2.4928 2.5542  0.802
O -0.3055 -3.5258 2.7500  -0.679
H -0.4998 -5.2851 4.1446  0.217
H 0.1280 -4.3157 5.3380  0.530
H -2.2283 -3.3900 3.6021  0.391
H -1.4547 -0.9977 4.5442  0.150
H 0.0094 -1.7036 5.3822  -0.081
H 1.7425 -2.5624 3.1695  -0.197
H 0.9874 -2.4259 1.3995  -0.285
Rb 0.7591 -4.5044 6.6269  0.948
B -0.6935 -9.4494 5.5385  0.473
F -1.3094 -9.8228 6.8015  -0.118
F -0.3020 -8.0501 5.5853  -0.308
F 0.4819 -10.2741 5.3101  -0.353
F -1.6443 -9.6508 4.4573  -0.365
Al -2.4565 -11.0146 7.7516  0.671
O -4.5204 -4.0555 5.1795  -0.724
H -3.6332 -3.8988 4.9122  0.369
F 0.0642 2.1717 9.1475  -0.475
Al 0.4959 1.5055 7.5308  0.855
F 1.9027 2.4111 6.8644  -0.456
F -0.9093 1.6749 6.4170  -0.469
F 0.9257 -0.2359 7.6945  -0.427
C -1.6830 -0.8909 12.3214  -0.564
C -0.9061 -1.2663 11.3008  -0.189
C -1.4864 -1.7915 10.0491  0.182
O -0.7760 -2.1373 9.1151  -0.415
C -2.9577 -1.8841 9.9685  -0.451
C -3.7346 -1.5087 10.9892  -0.527
C -3.1543 -0.9835 12.2409  0.979
O -3.8647 -0.6378 13.1748  -0.376
H -1.2735 -0.5043 13.2467  0.450
H 0.1746 -1.2038 11.3441  0.466
H -3.3672 -2.2708 9.0433  0.555
H -4.8154 -1.5712 10.9459  0.487
C -2.5886 -0.1955 -1.9423  -1.665
C -1.0731 -0.4658 -1.6870  1.977
C -0.5581 0.3122 -0.4375  -1.227
C -0.2202 1.7769 -0.6707  -0.745
C 0.6703 1.9421 -1.8970  -1.157
C 0.0484 1.2959 -3.1562  1.615
N -0.3141 -0.1494 -2.9430  0.478
O 0.8831 -0.8865 -2.9191  -0.758
C -1.1977 2.1313 -3.5658  -1.911
C 1.0220 1.4885 -4.3627  -1.842
C -1.0349 -1.9832 -1.2884  -2.022
H -2.7898 0.2993 -2.8930  0.359
H -3.1631 -1.1285 -2.0097  0.460
H -3.0370 0.4074 -1.1475  0.337
H 0.3527 -0.1735 -0.0599  0.327
H -1.2902 0.2436 0.3774  0.424
H -1.1358 2.3668 -0.7707  0.317
H 0.3006 2.1741 0.2102  0.429
H 0.8542 3.0102 -2.0637  0.408
H 1.6544 1.4989 -1.6842  0.407
H -1.6901 1.6986 -4.4471  0.417
H -0.9115 3.1563 -3.8284  0.365
H -1.9417 2.2263 -2.7729  0.438
H 2.0153 1.0614 -4.1798  0.381
H 1.1801 2.5525 -4.5743  0.369
H 0.6143 1.0319 -5.2728  0.469
H -1.3190 -2.6266 -2.1291  0.399
H -1.7342 -2.1852 -0.4681  0.428
H -0.0469 -2.3013 -0.9343  0.410
C 1.1806 4.8477 -11.4184  -0.714
O 1.8677 3.6595 -11.0466  -0.333
C 3.2939 3.7911 -11.0991  -0.798
C 3.8933 3.7860 -9.6824  -0.160
N 3.5596 5.0167 -8.9572  -0.298
C 3.8464 4.9569 -7.5215  -1.055
C 3.0976 3.8965 -6.6847  -0.280
O 1.6928 4.1395 -6.5615  -0.391
C 0.9183 3.6850 -7.6636  -0.680
H 0.1189 4.6047 -11.5301  0.232
H 1.2721 5.6103 -10.6415  0.305
H 1.5492 5.2379 -12.3729  0.338
H 3.6092 4.6709 -11.6702  0.396
H 3.6648 2.9069 -11.6308  0.389
H 4.9826 3.6924 -9.7525  0.397
H 3.5056 2.9038 -9.1662  0.134
H 2.5697 5.2133 -9.0747  0.081
H 3.6005 5.9447 -7.1117  0.380
H 4.9261 4.8161 -7.3842  0.444
H 3.4947 3.9519 -5.6665  0.403
H 3.2893 2.8754 -7.0245  0.364
H 1.3293 2.7803 -8.1205  0.315
H 0.8189 4.4809 -8.4018  0.242
H -0.0873 3.4587 -7.3007  0.324
Br -4.0779 0.9145 11.9503  0.394
Li 0.4950 -2.9708 -3.6873  0.950

Atoms 1-3, force components in eV/Å:
0.297 0.890 -1.584
0.874 0.028 -2.450
-1.234 2.088 0.176